The following is a DFT calculation (the ωB97M-V functional and the def2-TZVPD basis) of one molecule with the formula C19H23ClN2S.

```
46
Properties=species:S:1:pos:R:3:forces:R:3:mulliken_charge:R:1
H 3.518 -1.704 3.416 0.0 -0.1 0.0 0.43
H 4.203 0.838 -0.542 0.0 0.1 0.1 0.58
C 1.344 2.547 -0.187 -0.3 0.1 -0.2 -0.26
H 3.980 2.518 -0.018 0.0 -0.1 0.0 0.53
C 3.387 -0.666 3.151 0.0 -0.1 0.0 -0.67
C -3.798 -1.045 -2.391 0.0 -0.1 0.0 -0.91
C 3.547 1.513 0.013 0.0 0.0 -0.1 -1.84
C -4.934 -4.787 -1.064 0.1 0.6 -0.3 -0.88
H 0.830 0.742 -2.808 0.0 -0.1 0.0 0.41
C -2.260 -0.146 -0.772 0.0 -0.1 0.2 0.17
Cl 4.079 -1.477 0.698 0.1 -0.2 -0.1 -0.21
C -2.978 -0.025 -1.959 0.0 0.0 0.1 -0.45
H -4.355 -0.954 -3.311 -0.1 0.1 -0.1 0.36
H -5.286 -4.427 -0.101 0.0 -0.1 0.1 0.28
N -0.515 1.421 -1.407 -0.1 0.1 0.0 0.17
H -0.817 0.666 0.582 -0.1 0.0 0.0 0.26
H -1.830 -1.431 0.885 0.1 0.0 0.1 0.33
H -0.549 3.409 -0.793 0.0 0.0 0.0 0.46
H 1.851 3.511 -0.109 0.0 0.0 0.1 0.44
C -3.921 -2.213 -1.640 -0.1 -0.3 0.1 0.96
H -2.875 0.876 -2.541 0.0 0.1 -0.1 0.40
C 3.024 0.265 4.107 0.0 0.0 0.0 -0.40
H -3.278 -3.237 0.142 0.0 -0.1 0.0 0.32
H -5.602 -5.558 -1.435 0.0 0.0 0.0 0.37
C -3.208 -2.344 -0.459 -0.1 -0.1 -0.1 -0.41
S -5.003 -3.450 -2.291 -0.1 -0.2 0.0 -0.05
C 3.587 -0.266 1.839 0.0 0.2 0.2 0.66
H -0.055 -0.534 -1.947 0.1 0.0 -0.1 0.44
H 2.618 2.332 4.493 0.0 0.1 0.1 0.39
H 2.863 -0.049 5.127 0.0 0.0 0.1 0.38
H -2.000 1.834 -0.037 0.1 0.0 0.1 0.46
C -2.384 -1.314 -0.037 0.1 0.2 0.0 -0.90
C 0.168 2.674 -1.166 0.1 0.2 0.2 -1.42
C -1.372 0.980 -0.317 0.0 0.1 0.0 -0.52
H 2.998 3.023 2.169 0.0 0.1 -0.1 0.38
H 2.359 -0.417 -1.301 0.0 0.0 0.1 0.48
C 3.092 1.982 2.439 0.1 -0.1 0.0 -0.21
H 0.962 2.273 0.813 0.1 0.1 0.0 0.30
C 1.638 0.280 -0.871 -0.2 -0.1 -0.3 -0.18
N 2.282 1.570 -0.705 0.0 0.1 -0.1 0.10
H 1.289 -0.136 0.091 0.1 0.0 0.0 0.24
C 0.452 0.426 -1.832 0.2 -0.2 0.1 -1.45
H -3.923 -5.178 -0.995 0.0 -0.1 0.1 0.28
C 3.433 1.063 1.450 0.0 -0.1 -0.1 0.55
H 0.555 3.019 -2.129 0.0 0.1 0.1 0.42
C 2.885 1.595 3.751 0.0 0.1 0.0 -0.80
```
Forces are in eV/Å.

## Properties
highest occupied orbital energy = -7.89 eV
HOMO-LUMO gap = 0.3177 Eh
relative energy (zero: lowest compared OMol25 entry of this formula, charge and spin) = 0.00 kcal per mole
E_LUMO = 0.75 eV
SMILES = CSc1ccc(CN2CCN(Cc3ccccc3Cl)CC2)cc1